The following is a quantum chemistry calculation of C4H6N2O in the gas phase, from the Open Molecules 2025 dataset.

The energy above the lowest of the compared OMol25 structures with the same formula, charge and spin comes out at 68.7 kcal/mol. For the strongest force on any atom, the calculation gives 0.53 eV/A. Its lowest unoccupied orbital energy is 0.47 eV. The total energy is -9270.5234 eV. The molar mass is 98.10 g mol⁻¹. As for the spin multiplicity: 1. The HOMO energy is -7.8 eV.

Atoms and positions in Å:
N1 0.66 2.04 0.36
C1 0.33 0.78 0.01
C2 0.53 0.15 -1.26
C3 0.01 -1.12 -1.28
C4 -0.30 -1.38 0.17
O1 -1.49 -2.05 0.46
N2 -0.28 -0.06 0.85
H1 0.15 2.51 1.10
H2 1.03 2.64 -0.36
H3 0.96 0.70 -2.09
H4 0.56 -1.94 0.59
H5 -1.84 -2.35 -0.39
H6 -0.32 0.08 1.85